1.
Molecular formula: C37H52BN10NaO2S6
Method: DFT, ωB97M-V/def2-TZVPD

Last column: Mulliken charge in e.
Positions of all 109 atoms, in Å:
1 Na 0.46330 -2.28382 0.40633  0.721
2 C 4.64614 -0.50112 -1.38170  -1.740
3 C 3.68923 0.30077 -0.55445  0.119
4 C 4.16059 1.09700 0.48802  -0.398
5 C 3.23313 1.75044 1.31649  0.099
6 N 1.95317 1.72015 1.10742  -0.708
7 N 1.47804 0.95125 0.06779  0.758
8 B 0.06755 1.03277 -0.06473  -0.910
9 N -0.80007 1.48929 1.00273  0.722
10 N -1.67737 2.45436 0.57365  -0.528
11 C -2.46255 3.01943 1.43903  0.242
12 C -2.44570 2.69697 2.80981  -0.860
13 C -1.65412 1.61613 3.22624  0.317
14 C -1.74887 1.15008 4.65276  -1.706
15 C -0.85582 0.97021 2.30111  0.523
16 S -0.30428 -0.65487 2.70769  -0.102
17 C -3.41669 4.07085 0.88043  2.389
18 C -4.85787 3.66325 1.21689  -1.787
19 C -3.10274 5.42647 1.52281  -1.803
20 C -3.28294 4.19185 -0.63711  -2.008
21 N -0.52419 1.13564 -1.46482  1.001
22 N 0.12760 2.01541 -2.21871  -0.685
23 C -0.26292 2.23055 -3.43745  -0.151
24 C -1.41068 1.57930 -3.95127  -0.424
25 C -2.09425 0.69292 -3.17943  0.110
26 C -3.30882 -0.01804 -3.67504  -1.597
27 C -1.60286 0.41533 -1.85607  0.643
28 S -2.26141 -0.74414 -0.83761  -0.184
29 C 0.60008 3.21993 -4.21499  2.195
30 C 0.12645 3.37281 -5.65938  -2.274
31 C 2.04535 2.70501 -4.20651  -1.549
32 C 0.53814 4.58228 -3.51336  -1.626
33 C 2.32313 0.17951 -0.75705  0.563
34 S 1.62707 -0.93995 -1.87009  -0.481
35 C 3.68408 2.53484 2.54555  2.422
36 C 2.47997 3.05904 3.32790  -2.002
37 C 4.48423 1.59770 3.46102  -1.598
38 C 4.56326 3.71274 2.10905  -1.846
39 H 5.67597 -0.26457 -1.10697  0.406
40 H 4.46849 -1.56873 -1.23415  0.294
41 H 4.50076 -0.31273 -2.44724  0.276
42 H 5.22265 1.15945 0.68628  0.265
43 H -3.08605 3.20994 3.51550  0.263
44 H -2.27319 1.89707 5.25324  0.424
45 H -2.28538 0.20290 4.72666  0.251
46 H -0.75621 0.97977 5.06875  0.305
47 H -5.01802 3.61441 2.29508  0.331
48 H -5.56186 4.38740 0.79578  0.464
49 H -5.07881 2.67910 0.79911  0.348
50 H -3.20180 5.38347 2.60883  0.301
51 H -2.08064 5.73160 1.28993  0.362
52 H -3.78741 6.19228 1.14593  0.470
53 H -3.49670 3.23899 -1.12296  0.220
54 H -3.98727 4.94522 -1.00378  0.509
55 H -2.27135 4.48090 -0.92260  0.375
56 H -1.74644 1.78134 -4.96062  0.462
57 H -3.59158 0.34469 -4.66385  0.427
58 H -3.12589 -1.09317 -3.71819  0.103
59 H -4.13443 0.11916 -2.97404  0.286
60 H 0.14656 2.41789 -6.18941  0.422
61 H -0.88686 3.77899 -5.71215  0.394
62 H 0.79054 4.06150 -6.18644  0.426
63 H 2.10914 1.72461 -4.68318  0.375
64 H 2.69808 3.40179 -4.74060  0.418
65 H 2.40024 2.59295 -3.18222  0.270
66 H -0.48483 4.96775 -3.50399  0.353
67 H 0.87611 4.48571 -2.48196  0.294
68 H 1.17662 5.30525 -4.02946  0.405
69 H 1.84781 2.22883 3.64676  0.287
70 H 2.82934 3.60631 4.20944  0.520
71 H 1.86820 3.72229 2.71578  0.304
72 H 3.87250 0.73399 3.72826  0.223
73 H 5.39118 1.23714 2.97115  0.304
74 H 4.77690 2.12790 4.37311  0.480
75 H 3.99839 4.39590 1.47023  0.376
76 H 4.91288 4.26768 2.98507  0.457
77 H 5.43709 3.37141 1.54981  0.307
78 O 3.15063 -5.68038 -0.76275  -0.747
79 C 2.67919 -6.69843 -0.03088  0.214
80 C 3.39323 -7.90073 -0.01984  -0.652
81 C 2.94986 -8.97197 0.73131  -0.250
82 C 1.78501 -8.86777 1.48881  -0.790
83 C 1.07439 -7.67948 1.47506  -0.257
84 C 1.49717 -6.58766 0.72117  0.079
85 C 0.72468 -5.30950 0.69607  0.889
86 O 1.18974 -4.32810 0.02990  -0.879
87 N -0.40377 -5.30993 1.37585  -0.737
88 N -0.99875 -4.05883 1.37698  0.193
89 C -2.21267 -4.09618 1.73074  -0.165
90 S -3.17297 -2.63800 1.97658  0.153
91 C -4.73458 -3.51704 1.74593  -0.699
92 C -4.63242 -4.83200 2.50018  -0.539
93 S -3.06155 -5.62897 2.06187  -0.111
94 H 2.51275 -4.91910 -0.58561  0.387
95 H 4.29913 -7.95666 -0.61096  0.406
96 H 3.51773 -9.89599 0.72986  0.337
97 H 1.43822 -9.70426 2.08296  0.373
98 H 0.16425 -7.56290 2.04856  0.470
99 H -4.90967 -3.68939 0.68271  0.232
100 H -5.53433 -2.88934 2.14091  0.382
101 H -5.43933 -5.51544 2.22877  0.366
102 H -4.66543 -4.65231 3.57579  0.251
103 N -0.99425 -3.07345 -3.37639  -0.522
104 N -0.64800 -4.25309 -2.63703  -0.586
105 H -0.65530 -2.24398 -2.89410  0.192
106 H -2.00395 -3.01796 -3.35895  0.298
107 H -0.74751 -4.09776 -1.63567  0.325
108 H 0.33749 -4.42614 -2.78791  0.318
109 S 1.73989 -1.02594 2.64626  -0.548

## Properties
* energy relative to the best compared isomer or geometry (same formula, charge and spin): 11.95 kcal/mol
* LUMO energy (alpha / beta): 3.74 / 3.74 eV
* gap between HOMO and LUMO (alpha / beta): 4.278 / 4.889 eV
* total charge: -2

2.
Molecular formula: C37H52BN7O3ReSbSeSi3
Method: DFT, ωB97M-V/def2-TZVPD

Last column: Mulliken spin population.
Positions of all 106 atoms, in Å:
1 Re 0.13433 -0.13944 0.94416  2.577
2 C 1.05581 -3.21651 3.64017  -0.001
3 C 1.49362 -2.24734 2.65794  0.010
4 N 0.47443 -1.37193 2.47395  -0.001
5 N -0.43140 -1.61311 3.48871  -0.014
6 C -0.11097 -2.71979 4.19900  0.050
7 B -1.61369 -0.61889 3.74309  -0.010
8 N -2.46737 -0.65544 2.49098  0.007
9 C -3.77014 -0.84746 2.23248  0.043
10 C -4.02402 -0.75210 0.83180  0.003
11 C -2.74499 -0.63460 0.24957  -0.002
12 N -1.78625 -0.64379 1.23743  -0.009
13 N -0.96328 0.84507 3.65276  -0.002
14 C -0.54127 1.64991 4.66249  0.025
15 C 0.35644 2.58955 4.12623  -0.004
16 C 0.49474 2.27049 2.76314  0.020
17 N -0.30159 1.23924 2.50683  -0.003
18 H 1.56331 -4.11738 3.89415  0.001
19 H 2.40074 -2.14304 2.09436  -0.002
20 H -0.80051 -3.06683 4.97966  0.000
21 H -2.15997 -0.75732 4.73651  0.001
22 H -4.48749 -1.12460 3.02073  -0.001
23 H -4.94467 -0.90174 0.34402  0.000
24 H -2.45798 -0.64255 -0.77532  0.017
25 H -0.91347 1.54595 5.63183  0.000
26 H 0.80925 3.44399 4.61951  0.001
27 H 1.20329 2.60270 2.02302  -0.003
28 O -2.95938 2.24940 -1.47083  -0.001
29 C -2.09074 3.18617 -0.76605  -0.030
30 C -0.65333 2.56045 -0.58471  0.033
31 O 0.28357 3.30821 -0.30810  0.016
32 O -0.64754 1.25191 -0.54972  0.103
33 C -2.64839 3.43248 0.59918  0.001
34 C -1.93318 4.16370 1.54381  0.005
35 C -2.44517 4.41385 2.77503  -0.001
36 C -3.77060 4.10483 3.09653  -0.001
37 C -4.54255 3.32625 2.17697  0.000
38 C -3.95976 3.03174 0.93961  -0.001
39 C -2.03295 4.48785 -1.55521  0.000
40 C -0.91192 5.06947 -2.24602  0.000
41 C -1.12519 5.95135 -3.32616  0.000
42 C -2.34392 6.62430 -3.41588  0.000
43 C -3.34589 6.29000 -2.56410  0.000
44 C -3.25631 5.20904 -1.69957  0.000
45 H -2.39633 1.59892 -1.94551  0.002
46 H -0.98458 4.61780 1.29587  0.001
47 H -1.76451 4.81160 3.52355  0.001
48 H -4.19306 4.49367 3.96006  0.000
49 H -5.60534 3.13869 2.30787  0.000
50 H -4.56925 2.52332 0.17553  0.000
51 H 0.11359 4.69541 -2.11815  0.000
52 H -0.40658 6.13033 -4.08691  0.000
53 H -2.37402 7.40309 -4.20018  0.000
54 H -4.27417 6.85397 -2.61995  0.000
55 H -4.12133 4.87091 -1.19096  0.000
56 C -0.20152 -5.22501 0.05292  0.000
57 Si -0.77830 -4.12161 -1.39788  -0.008
58 C -2.59204 -3.45853 -1.44029  -0.001
59 C -0.26118 -4.98184 -2.95256  -0.004
60 Sb 0.81155 -1.88310 -1.20941  -0.046
61 Si 3.30939 -3.15692 -1.23081  -0.004
62 C 3.70546 -3.71972 0.53279  0.003
63 C 4.31708 -1.87114 -2.12400  0.010
64 C 3.29904 -4.65721 -2.44201  -0.001
65 Si 0.48973 -0.81747 -3.63562  0.004
66 C -1.35500 -0.58541 -4.10582  0.002
67 C 1.37034 -1.98858 -4.77727  -0.006
68 C 1.48063 0.82929 -3.55561  0.004
69 H -0.89951 -6.02434 0.30354  0.000
70 H -0.00187 -4.65158 0.99634  0.001
71 H 0.75239 -5.68084 -0.17255  -0.001
72 H -3.18230 -4.16702 -2.04184  0.000
73 H -2.73380 -2.50387 -1.99001  0.001
74 H -2.93811 -3.32268 -0.42612  0.000
75 H -0.88247 -4.88341 -3.84780  0.000
76 H -0.26122 -6.06215 -2.70412  0.000
77 H 0.78313 -4.66260 -3.14592  0.001
78 H 3.86241 -2.80246 1.11325  -0.001
79 H 4.64700 -4.28795 0.54485  0.001
80 H 2.91996 -4.34849 0.98314  0.000
81 H 5.40020 -2.08349 -2.11499  0.001
82 H 4.15529 -0.83430 -1.79059  -0.003
83 H 3.94349 -1.77822 -3.17389  0.001
84 H 2.62670 -5.38505 -2.05096  0.000
85 H 4.28871 -5.12740 -2.40159  0.000
86 H 3.11604 -4.57510 -3.55810  0.000
87 H -1.42139 -0.56392 -5.23636  0.000
88 H -1.85173 0.33395 -3.74733  0.000
89 H -2.03375 -1.36428 -3.84564  -0.001
90 H 2.44620 -1.89446 -4.99318  0.000
91 H 0.81576 -1.78607 -5.71098  -0.001
92 H 1.02740 -2.97745 -4.42924  0.003
93 H 2.24508 0.65850 -2.72094  -0.001
94 H 0.82735 1.69931 -3.26130  -0.002
95 H 1.99639 1.02165 -4.50082  0.001
96 Se 2.40618 0.75945 0.38721  0.164
97 C 3.72469 0.37335 1.71362  0.007
98 C 3.47259 0.49046 3.12750  0.014
99 C 4.49095 0.59371 4.08528  -0.005
100 N 5.77898 0.47777 3.71252  0.017
101 C 6.05073 0.58051 2.41075  -0.006
102 C 5.11514 0.43083 1.39285  0.023
103 H 2.45419 0.51831 3.51998  0.006
104 H 4.29246 0.76365 5.13308  0.000
105 H 7.08429 0.62348 2.18633  0.000
106 H 5.37922 0.30771 0.32441  -0.002

## Properties
* energy relative to the best compared isomer or geometry (same formula, charge and spin): 73.75 kcal/mol
* LUMO energy (alpha / beta): -2.32 / -4.22 eV
* expectation value of S²: 3.782
* gap between HOMO and LUMO (alpha / beta): 7.915 / 5.966 eV
* multiplicity: 4
* total charge: +1

Going through the records in order, we get E values of -128317.65407, -154106.35297 eV.
Going through the records in order, we get max |F| values of 0.50, 3.78 eV Å⁻¹.